Molecular formula: H2NO4P
Method: DFT, wB97M-V/def2-TZVPD

The highest occupied orbital energy comes out at 2.60 eV. Its charge is -2. Its spin multiplicity is 1. Its HOMO-LUMO gap is 4.3 eV. As for the total energy: -18999.0509 eV.

Each atom is followed by the atoms it is bonded to, with distances in Å.
Element x y z (Å)
1 N -1.972 0.925 0.209  O5 1.475, H7 1.045
2 O 1.744 -0.733 1.296  P6 1.505
3 O 2.479 1.181 -0.259  P6 1.506
4 O 1.211 -0.846 -1.203  P6 1.504
5 O -2.456 -0.450 -0.011  N1 1.475, H8 0.961
6 P 1.587 -0.007 -0.013  O2 1.505, O3 1.506, O4 1.504
7 H -0.944 0.901 0.022  N1 1.045
8 H -1.648 -0.970 -0.041  O5 0.961


Molecular formula: C18H27NO5S
Method: DFT, wB97M-V/def2-TZVPD

The highest occupied orbital energy comes out at -8.52 eV. Its spin multiplicity is 1. Its SMILES is CCOC(=O)C1(CCOC)CCN(C(=O)c2ccc(CSC)o2)CC1. Its HOMO-LUMO gap is 9.1 eV. As for the total energy: -41666.9476 eV.

Each atom is followed by the atoms it is bonded to, with distances in Å.
Element x y z (Å)
1 C 6.051 0.922 -0.082  C2 1.519, H26 1.086, H27 1.087, H28 1.087
2 C 4.895 1.145 0.878  C1 1.519, O3 1.428, H29 1.094, H30 1.095
3 O 3.668 1.031 0.156  C2 1.428, C4 1.327
4 C 2.719 0.246 0.651  O3 1.327, O5 1.205, C6 1.534
5 O 2.763 -0.284 1.733  C4 1.205
6 C 1.540 0.106 -0.319  C4 1.534, C7 1.543, C11 1.540, C25 1.539
7 C 1.987 -0.870 -1.428  C6 1.543, C8 1.526, H31 1.091, H32 1.091
8 C 2.676 -2.120 -0.887  C7 1.526, O9 1.411, H33 1.098, H34 1.102
9 O 3.990 -1.783 -0.499  C8 1.411, C10 1.405
10 C 4.555 -2.694 0.409  O9 1.405, H35 1.097, H36 1.097, H37 1.088
11 C 0.318 -0.426 0.453  C6 1.540, C12 1.525, H38 1.091, H39 1.090
12 C -1.001 0.106 -0.097  C11 1.525, N13 1.448, H40 1.098, H41 1.092
13 N -1.049 1.550 -0.003  C12 1.448, C14 1.352, C24 1.452
14 C -2.165 2.309 0.065  N13 1.352, O15 1.224, C16 1.474
15 O -2.109 3.524 0.206  C14 1.224
16 C -3.485 1.659 -0.036  C14 1.474, C17 1.373, O23 1.355
17 C -4.692 2.211 0.316  C16 1.373, C18 1.409, H42 1.070
18 C -5.676 1.255 -0.005  C17 1.409, C19 1.370, H43 1.071
19 C -5.010 0.189 -0.552  C18 1.370, C20 1.476, O23 1.347
20 C -5.492 -1.122 -1.028  C19 1.476, S21 1.844, H44 1.088, H45 1.089
21 S -5.323 -2.414 0.276  C20 1.844, C22 1.812
22 C -6.523 -1.777 1.476  S21 1.812, H46 1.087, H47 1.085, H48 1.087
23 O -3.685 0.430 -0.568  C16 1.355, C19 1.347
24 C 0.233 2.231 -0.038  N13 1.452, C25 1.521, H49 1.093, H50 1.097
25 C 1.187 1.466 -0.944  C6 1.539, C24 1.521, H51 1.089, H52 1.092
26 H 6.992 0.951 0.461  C1 1.086
27 H 5.938 -0.045 -0.564  C1 1.087
28 H 6.059 1.693 -0.848  C1 1.087
29 H 4.897 0.402 1.682  C2 1.094
30 H 4.932 2.148 1.316  C2 1.095
31 H 1.116 -1.163 -2.017  C7 1.091
32 H 2.698 -0.359 -2.079  C7 1.091
33 H 2.127 -2.522 -0.025  C8 1.098
34 H 2.709 -2.900 -1.664  C8 1.102
35 H 4.003 -2.691 1.356  C10 1.097
36 H 4.563 -3.712 0.000  C10 1.097
37 H 5.579 -2.368 0.586  C10 1.088
38 H 0.410 -0.142 1.503  C11 1.091
39 H 0.289 -1.515 0.418  C11 1.090
40 H -1.129 -0.212 -1.140  C12 1.098
41 H -1.818 -0.326 0.484  C12 1.092
42 H -4.832 3.177 0.752  C17 1.070
43 H -6.734 1.347 0.129  C18 1.071
44 H -4.885 -1.488 -1.854  C20 1.088
45 H -6.541 -1.078 -1.315  C20 1.089
46 H -7.514 -1.775 1.031  C22 1.087
47 H -6.499 -2.449 2.327  C22 1.085
48 H -6.234 -0.775 1.781  C22 1.087
49 H 0.051 3.243 -0.407  C24 1.093
50 H 0.650 2.311 0.973  C24 1.097
51 H 2.092 2.047 -1.107  C25 1.089
52 H 0.707 1.311 -1.913  C25 1.092